*A*
{
  "formula": "C4H7NOS",
  "method": "wB97M-V/def2-TZVPD",
  "species": ["C", "C", "C", "C", "O", "N", "S", "H", "H", "H", "H", "H", "H", "H"],
  "positions_angstrom": [[0.36, -1.70, -1.53], [0.77, -0.65, -0.84], [0.04, 0.21, 0.15], [0.43, 1.70, 0.20], [-0.40, 2.51, 0.94], [-0.89, -0.02, 0.99], [-1.46, -1.61, 1.08], [1.10, -2.17, -2.15], [-0.65, -2.14, -1.32], [1.81, -0.23, -1.01], [0.51, 1.96, -0.84], [1.50, 1.74, 0.64], [-0.99, 1.87, 1.39], [-2.12, -1.46, 2.29]],
  "mulliken_charge": [-0.64, -0.26, 0.84, -0.54, -0.54, -0.48, -0.18, 0.28, 0.19, 0.23, 0.31, 0.23, 0.40, 0.15],
  "lumo_energy_ev": 0.41
}

*B*
{
  "formula": "C4H7NOS",
  "method": "wB97M-V/def2-TZVPD",
  "species": ["C", "C", "C", "N", "O", "C", "S", "H", "H", "H", "H", "H", "H", "H"],
  "positions_angstrom": [[-1.28, -1.16, 0.58], [-1.22, -0.33, -0.63], [-0.26, 0.60, -0.99], [1.05, 0.89, -0.31], [1.17, 2.18, 0.17], [1.90, -0.02, 0.08], [1.95, -1.62, -0.36], [-0.43, -1.15, 1.29], [-1.55, -2.20, 0.39], [-2.12, -0.69, 1.19], [-2.17, -0.35, -1.22], [-0.42, 1.21, -1.89], [0.67, 2.21, 0.99], [2.71, 0.44, 0.70]],
  "mulliken_charge": [-1.02, 0.22, -0.62, 0.18, -0.42, -0.18, -0.30, 0.31, 0.27, 0.29, 0.31, 0.33, 0.34, 0.29],
  "lumo_energy_ev": 0.52
}

Most favorable structure: *A*. The second most favorable one is 103.7 kJ/mol above it.

*A*
{
  "formula": "C4H7NOS",
  "method": "wB97M-V/def2-TZVPD",
  "species": ["C", "S", "C", "C", "C", "N", "O", "H", "H", "H", "H", "H", "H", "H"],
  "positions_angstrom": [[-1.64, 1.16, 0.06], [-1.82, -0.54, -0.39], [-0.05, -0.97, -0.70], [0.76, -0.97, 0.59], [1.62, 0.24, 0.35], [1.54, 0.67, -0.86], [0.58, -0.04, -1.57], [-1.05, 1.26, 1.01], [-1.06, 1.67, -0.72], [-2.65, 1.61, 0.19], [-0.04, -1.95, -1.22], [1.37, -1.88, 0.67], [0.14, -0.89, 1.49], [2.29, 0.65, 1.08]],
  "mulliken_charge": [-0.72, -0.12, 0.03, -0.59, -0.12, -0.31, -0.24, 0.20, 0.26, 0.32, 0.29, 0.30, 0.29, 0.40],
  "lumo_energy_ev": 0.80
}

*B*
{
  "formula": "C4H7NOS",
  "method": "wB97M-V/def2-TZVPD",
  "species": ["C", "C", "C", "C", "N", "O", "S", "H", "H", "H", "H", "H", "H", "H"],
  "positions_angstrom": [[0.95, 2.34, 0.03], [0.14, 1.00, 0.21], [0.71, -0.27, -0.34], [-0.16, -1.46, 0.20], [2.09, 2.41, -0.47], [3.26, -1.15, -0.77], [2.45, -0.48, 0.34], [0.45, 3.15, 0.53], [-0.01, 0.74, 1.25], [-0.89, 1.25, -0.17], [0.89, -0.33, -1.42], [-0.09, -1.16, 1.20], [0.28, -2.45, -0.04], [-1.26, -1.36, -0.22]],
  "mulliken_charge": [0.05, -0.77, 0.03, -1.17, -0.48, -0.44, 0.33, 0.38, 0.34, 0.34, 0.38, 0.43, 0.34, 0.26],
  "lumo_energy_ev": [-0.82, -0.65]
}

*C*
{
  "formula": "C4H7NOS",
  "method": "wB97M-V/def2-TZVPD",
  "species": ["C", "C", "C", "C", "N", "O", "S", "H", "H", "H", "H", "H", "H", "H"],
  "positions_angstrom": [[1.35, 0.31, 1.40], [1.65, -0.69, 2.22], [0.09, 0.12, 0.53], [-0.85, 0.28, -1.60], [-0.24, -1.68, 0.90], [0.27, 0.31, -0.78], [0.74, -2.10, 2.16], [1.65, 1.37, 1.60], [2.57, -0.48, 2.76], [-0.99, 0.36, 0.86], [-1.66, 0.99, -1.46], [-1.21, -0.71, -1.32], [-0.43, 0.35, -2.70], [0.08, -2.20, 0.10]],
  "mulliken_charge": [-0.74, -0.15, 0.44, -0.65, -0.54, -0.31, -0.08, 0.27, 0.34, 0.30, 0.28, 0.36, 0.21, 0.27],
  "lumo_energy_ev": 0.93
}

Most favorable structure: *A*. The second most favorable one is 145.8 kJ/mol above it.

*A*
{
  "formula": "C4H7NOS",
  "method": "wB97M-V/def2-TZVPD",
  "species": ["C", "C", "C", "C", "H", "H", "H", "H", "H", "H", "H", "N", "O", "S"],
  "positions_angstrom": [[-0.75, -0.74, 1.40], [1.38, -0.08, 0.06], [1.04, 0.00, -1.32], [1.11, 1.31, -0.48], [-4.06, -1.24, -0.63], [-0.94, -1.34, 2.37], [2.39, -0.37, 0.28], [0.04, -0.13, -1.95], [1.90, -0.04, -1.97], [1.78, 2.00, -0.79], [0.17, 1.68, -0.03], [-1.60, -0.01, 0.73], [0.65, -0.58, 1.25], [-3.11, -0.45, 1.08]],
  "mulliken_charge": [0.13, -0.05, -0.44, -0.63, 0.06, 0.35, 0.34, 0.24, 0.30, 0.31, 0.25, -0.24, -0.36, -0.25],
  "lumo_energy_ev": -1.17
}

*B*
{
  "formula": "C4H7NOS",
  "method": "wB97M-V/def2-TZVPD",
  "species": ["C", "C", "C", "C", "N", "O", "S", "H", "H", "H", "H", "H", "H", "H"],
  "positions_angstrom": [[0.87, 0.24, -1.57], [-1.15, 0.06, 0.33], [1.27, -0.47, -0.40], [0.13, -0.66, 0.61], [0.58, -1.75, -0.18], [-1.83, 2.05, -1.37], [-0.71, 1.65, -0.55], [1.67, 0.86, -2.00], [-1.77, -0.46, -0.39], [-1.71, 0.26, 1.24], [2.27, -0.45, 0.03], [0.45, -0.71, 1.64], [-0.05, -1.96, -0.95], [-0.84, 2.48, 0.63]],
  "mulliken_charge": [-0.85, -0.78, 0.22, -0.06, -0.61, -0.58, 0.39, 0.24, 0.28, 0.46, 0.41, 0.38, 0.37, 0.13],
  "lumo_energy_ev": -0.48
}

Most favorable structure: *B*. The second most favorable one is 28.2 kJ/mol above it.

*A*
{
  "formula": "C4H7NOS",
  "method": "wB97M-V/def2-TZVPD",
  "species": ["N", "C", "C", "C", "S", "C", "O", "H", "H", "H", "H", "H", "H", "H"],
  "positions_angstrom": [[-2.52, -0.45, -0.25], [-1.65, -1.37, 0.11], [-0.26, -1.10, 0.16], [0.31, 0.15, 0.17], [-0.30, 1.75, -0.02], [1.90, 0.17, 0.14], [2.65, -1.00, -0.21], [-3.67, -0.25, -0.07], [-2.04, 0.51, -0.19], [-1.90, -2.44, 0.27], [0.41, -1.94, 0.65], [2.20, 0.56, 1.20], [2.21, 1.01, -0.49], [2.33, -1.37, -1.09]],
  "mulliken_charge": [-0.37, 0.00, -0.26, 0.33, -0.46, -0.60, -0.53, 0.33, 0.07, 0.33, 0.21, 0.28, 0.36, 0.32],
  "lumo_energy_ev": -0.38
}

*B*
{
  "formula": "C4H7NOS",
  "method": "wB97M-V/def2-TZVPD",
  "species": ["C", "O", "C", "C", "N", "S", "C", "H", "H", "H", "H", "H", "H", "H"],
  "positions_angstrom": [[0.80, 1.90, -0.53], [0.53, 1.14, 0.70], [0.28, -0.21, 0.44], [1.57, -0.84, 0.16], [2.63, -1.30, -0.03], [-1.16, -0.69, -0.61], [-2.40, -0.03, 0.45], [1.76, 1.74, -0.91], [0.81, 2.97, -0.19], [0.02, 1.79, -1.32], [-0.08, -0.77, 1.42], [-2.70, -0.94, 1.19], [-2.07, 0.86, 1.24], [-3.34, 0.45, -0.22]],
  "mulliken_charge": [-0.68, -0.31, 0.24, 0.02, -0.42, -0.04, -0.73, 0.34, 0.23, 0.31, 0.23, 0.27, 0.26, 0.30],
  "lumo_energy_ev": 0.59
}

*C*
{
  "formula": "C4H7NOS",
  "method": "wB97M-V/def2-TZVPD",
  "species": ["C", "S", "C", "C", "C", "N", "O", "H", "H", "H", "H", "H", "H", "H"],
  "positions_angstrom": [[-0.72, -1.70, 2.46], [-0.96, -0.57, 1.06], [0.50, -0.91, 0.18], [1.09, -0.19, -0.84], [0.60, 1.03, -1.43], [-0.29, 1.83, -0.76], [1.05, 1.34, -2.54], [-1.59, -1.59, 3.11], [-0.62, -2.73, 2.10], [0.16, -1.48, 3.08], [1.06, -1.80, 0.43], [1.94, -0.61, -1.39], [-0.48, 2.72, -1.18], [-0.28, 1.81, 0.26]],
  "mulliken_charge": [-0.89, -0.03, -0.20, -0.37, 0.55, -0.42, -0.63, 0.33, 0.30, 0.30, 0.33, 0.32, 0.24, 0.18],
  "lumo_energy_ev": 0.55
}

*D*
{
  "formula": "C4H7NOS",
  "method": "wB97M-V/def2-TZVPD",
  "species": ["C", "C", "C", "C", "H", "H", "H", "H", "H", "H", "H", "N", "O", "S"],
  "positions_angstrom": [[1.25, -1.08, 0.84], [-0.16, -0.71, 0.54], [-0.32, 0.95, 0.66], [-0.49, -0.50, -0.95], [1.47, -1.42, 1.87], [1.42, -2.05, -0.09], [2.18, -0.20, 0.79], [-0.88, -1.24, 1.01], [-1.19, 1.40, 1.00], [0.75, 1.18, 1.08], [-2.19, 1.87, -1.84], [-0.30, 0.95, -0.88], [-0.61, -1.14, -1.93], [-0.93, 1.98, -2.08]],
  "mulliken_charge": [-1.14, 0.04, -0.55, 0.44, 0.36, 0.22, 0.25, 0.50, 0.33, 0.20, 0.10, -0.11, -0.52, -0.11],
  "lumo_energy_ev": 0.77
}

Most favorable structure: *C*. The second most favorable one is 194.2 kJ/mol above it.

*A*
{
  "formula": "C4H7NOS",
  "method": "wB97M-V/def2-TZVPD",
  "species": ["C", "C", "C", "C", "N", "O", "S", "H", "H", "H", "H", "H", "H", "H"],
  "positions_angstrom": [[0.27, 2.26, 0.68], [-0.01, 1.02, 0.32], [-2.05, -0.41, -0.31], [1.56, -0.90, -0.81], [-1.62, -1.35, 0.47], [-2.85, 0.22, -0.90], [1.12, -0.25, 0.85], [1.12, 2.59, 1.20], [-0.37, 3.20, 0.42], [0.74, -0.51, -1.41], [1.62, -1.94, -0.86], [2.64, -0.56, -0.84], [-0.72, -1.11, 1.11], [-1.42, -2.26, 0.09]],
  "mulliken_charge": [-0.76, -0.13, 0.58, -0.72, -0.39, -0.31, -0.20, 0.32, 0.19, 0.28, 0.29, 0.25, 0.29, 0.30],
  "lumo_energy_ev": [0.29, 0.29]
}

*B*
{
  "formula": "C4H7NOS",
  "method": "wB97M-V/def2-TZVPD",
  "species": ["S", "N", "C", "O", "C", "C", "C", "H", "H", "H", "H", "H", "H", "H"],
  "positions_angstrom": [[3.33, -0.10, 0.01], [1.62, -0.04, -0.06], [1.22, 1.13, 0.01], [-0.08, 1.53, -0.06], [-1.20, 0.66, -0.07], [-1.33, -0.73, -0.69], [-1.32, -0.61, 0.83], [3.34, -1.48, -0.14], [1.80, 2.03, 0.29], [-2.07, 1.24, -0.20], [-0.45, -1.12, -1.19], [-2.26, -0.87, -1.37], [-2.24, -0.86, 1.43], [-0.37, -0.79, 1.21]],
  "mulliken_charge": [-0.19, -0.31, 0.08, -0.40, -0.13, -0.45, -0.57, 0.15, 0.37, 0.44, 0.25, 0.23, 0.24, 0.29],
  "lumo_energy_ev": 0.89
}

Most favorable structure: *B*. The second most favorable one is 193.8 kJ/mol above it.

*A*
{
  "formula": "C7H12N",
  "method": "wB97M-V/def2-TZVPD",
  "species": ["C", "N", "C", "C", "C", "C", "C", "C", "H", "H", "H", "H", "H", "H", "H", "H", "H", "H", "H", "H"],
  "positions_angstrom": [[0.79, 1.83, -0.17], [0.16, 0.61, 0.43], [-1.25, 0.54, -0.13], [-1.74, -0.88, 0.28], [-0.49, -1.87, -0.25], [0.82, -0.62, 0.05], [2.14, -0.65, -0.58], [2.05, -1.12, 0.63], [0.63, 1.92, -1.26], [0.47, 2.71, 0.38], [1.92, 1.65, -0.10], [0.17, 0.81, 1.50], [-1.16, 0.68, -1.27], [-1.89, 1.41, 0.17], [-2.71, -1.17, -0.28], [-1.81, -0.89, 1.32], [-0.22, -2.80, 0.42], [-0.58, -1.95, -1.27], [2.69, -0.45, -1.48], [2.63, -1.39, 1.45]],
  "mulliken_charge": [-0.94, 0.03, -0.56, -0.62, -0.63, 0.43, -0.73, -0.46, 0.35, 0.38, 0.38, 0.43, 0.33, 0.36, 0.35, 0.36, 0.31, 0.39, 0.43, 0.42],
  "total_charge": 1,
  "lumo_energy_ev": -3.01
}

*B*
{
  "formula": "C7H12N",
  "method": "wB97M-V/def2-TZVPD",
  "species": ["C", "C", "C", "C", "C", "C", "C", "N", "H", "H", "H", "H", "H", "H", "H", "H", "H", "H", "H", "H"],
  "positions_angstrom": [[0.57, 0.25, -0.93], [-0.36, -0.39, 0.01], [0.86, 2.43, 0.02], [1.10, 1.55, -1.03], [1.85, 2.01, -2.29], [-1.49, -2.07, 2.25], [-1.49, -2.32, 0.76], [-0.75, -1.64, -0.14], [1.04, -0.47, -1.69], [-0.58, 0.10, 0.87], [0.25, 2.42, 0.94], [1.16, 3.57, -0.02], [2.09, 1.09, -2.85], [2.79, 2.69, -2.02], [1.12, 2.54, -2.87], [-2.19, -2.72, 2.74], [-0.46, -2.29, 2.74], [-1.80, -1.02, 2.52], [-2.52, -2.27, 0.21], [-1.21, -3.47, 0.78]],
  "mulliken_charge": [0.12, -0.32, -0.71, 0.83, -1.17, -1.11, -0.15, -0.27, 0.28, 0.30, 0.29, 0.26, 0.37, 0.36, 0.33, 0.37, 0.29, 0.34, 0.31, 0.26],
  "total_charge": 1,
  "lumo_energy_ev": [-7.03, -7.03]
}

Most favorable structure: *A*. The second most favorable one is 43.5 kJ/mol above it.

*A*
{
  "formula": "C7H12N",
  "method": "wB97M-V/def2-TZVPD",
  "species": ["C", "C", "C", "C", "C", "C", "N", "C", "H", "H", "H", "H", "H", "H", "H", "H", "H", "H", "H", "H"],
  "positions_angstrom": [[-2.53, -1.53, 0.08], [-1.69, -0.52, -0.04], [-0.81, 0.44, -0.10], [-1.11, 1.62, 0.86], [0.31, 0.68, -1.19], [1.61, 0.67, -0.50], [1.96, -0.71, -0.32], [1.68, -1.52, 0.65], [-2.24, -2.28, 0.92], [-3.35, -1.71, -0.59], [-0.30, 2.42, 0.93], [-1.35, 1.08, 1.86], [-2.04, 2.17, 0.57], [0.12, 0.07, -2.03], [0.14, 1.73, -1.57], [2.45, 1.12, -1.13], [1.48, 1.19, 0.44], [2.29, -1.08, -1.18], [1.32, -1.29, 1.58], [2.05, -2.53, 0.72]],
  "mulliken_charge": [-0.81, 0.20, 0.46, -1.18, -0.77, -0.56, 0.01, -0.15, 0.19, 0.29, 0.32, 0.32, 0.34, 0.44, 0.28, 0.30, 0.42, 0.29, 0.32, 0.28],
  "total_charge": 1,
  "lumo_energy_ev": -5.20
}

*B*
{
  "formula": "C7H12N",
  "method": "wB97M-V/def2-TZVPD",
  "species": ["C", "C", "N", "C", "C", "C", "C", "C", "H", "H", "H", "H", "H", "H", "H", "H", "H", "H", "H", "H"],
  "positions_angstrom": [[-1.93, 1.91, 1.95], [-1.64, 1.49, 0.73], [-0.88, 0.26, 0.38], [-0.73, -0.63, 1.22], [-0.27, 0.26, -0.94], [0.67, -1.03, -1.10], [1.95, -0.87, -1.81], [2.00, -1.11, -0.36], [-2.48, 2.87, 2.05], [-1.43, 1.51, 2.84], [-2.05, 1.71, -0.26], [-1.30, -0.54, 2.06], [0.01, -1.45, 1.15], [0.30, 1.21, -0.90], [-1.03, 0.37, -1.78], [0.02, -1.93, -1.23], [2.35, -1.45, -2.59], [2.01, 0.15, -1.94], [2.12, -2.26, -0.01], [2.31, -0.47, 0.53]],
  "mulliken_charge": [-0.79, 0.10, 0.13, -0.25, -0.55, -0.34, -0.90, -0.41, 0.27, 0.30, 0.36, 0.36, 0.31, 0.45, 0.31, 0.45, 0.34, 0.26, 0.29, 0.32],
  "total_charge": 1,
  "lumo_energy_ev": -4.78
}

Most favorable structure: *A*. The second most favorable one is 15.0 kJ/mol above it.

*A*
{
  "formula": "C6H13N2S",
  "method": "wB97M-V/def2-TZVPD",
  "species": ["C", "C", "C", "C", "C", "C", "N", "N", "S", "H", "H", "H", "H", "H", "H", "H", "H", "H", "H", "H", "H", "H"],
  "positions_angstrom": [[2.29, 0.72, 0.10], [2.44, -0.68, -0.02], [-0.38, -0.80, -0.61], [-0.55, 0.46, 0.15], [-1.48, -1.76, -0.62], [-1.27, 1.69, -0.44], [2.95, 1.72, 0.13], [-0.85, 0.16, 1.55], [0.94, -1.77, 0.32], [2.74, -0.93, -1.13], [3.22, -1.14, 0.68], [0.02, -0.53, -1.74], [-2.54, -1.27, -0.82], [-1.55, -2.34, 0.31], [-1.44, -2.37, -1.52], [-1.36, 1.54, -1.53], [-0.90, 2.76, -0.33], [-2.22, 1.83, 0.18], [2.68, 2.74, -0.11], [-0.69, 0.99, 2.14], [-0.22, -0.78, 1.61], [-1.84, -0.23, 1.70]],
  "mulliken_charge": [0.24, -0.43, -0.14, 0.14, -1.36, -1.27, -0.42, -0.17, -0.13, 0.28, 0.40, 0.46, 0.29, 0.41, 0.38, 0.33, 0.33, 0.32, 0.32, 0.33, 0.32, 0.37],
  "total_charge": 1,
  "lumo_energy_ev": [-4.25, -3.52]
}

*B*
{
  "formula": "C6H13N2S",
  "method": "wB97M-V/def2-TZVPD",
  "species": ["C", "C", "C", "C", "C", "C", "N", "N", "S", "H", "H", "H", "H", "H", "H", "H", "H", "H", "H", "H", "H", "H"],
  "positions_angstrom": [[-1.54, -2.81, -0.75], [-1.13, -2.51, -1.81], [-1.36, 0.84, 0.18], [-1.28, 0.68, 1.72], [0.11, 1.13, 0.17], [0.95, 0.27, -0.74], [1.57, 0.58, -1.84], [0.19, 0.86, 1.63], [2.20, -0.94, 0.92], [-1.97, -2.96, 0.26], [-0.63, -2.03, -2.61], [-1.60, -0.04, -0.40], [-1.97, 1.64, -0.17], [-1.64, 1.50, 2.35], [-1.63, -0.18, 2.19], [0.42, 2.23, -0.05], [0.49, -0.69, -0.99], [2.08, 1.46, -1.92], [2.13, -0.24, -2.21], [0.68, 1.45, 2.32], [0.81, 0.03, 1.53], [3.09, -0.26, 0.22]],
  "mulliken_charge": [-0.40, -0.24, -0.54, -0.52, 0.37, -0.80, -0.31, 0.03, -0.41, 0.34, 0.37, 0.12, 0.33, 0.31, 0.35, 0.35, 0.39, 0.25, 0.33, 0.32, 0.18, 0.17],
  "total_charge": 1,
  "lumo_energy_ev": -3.91
}

Most favorable structure: *A*. The second most favorable one is 21.7 kJ/mol above it.